# 1
This record from the Open Molecules 2025 dataset describes a cluster of 14 separate species, C84H210N14O28 in total at a distorted geometry. The level of theory is ωB97M-V with the def2-TZVPD basis set.

```
336
Properties=species:S:1:pos:R:3:lowdin_charge:R:1
C -3.80 5.38 4.88 -0.081
O -3.77 3.96 4.88 -0.201
C -4.46 3.30 3.87 -0.213
C -4.86 1.86 4.34 -0.169
N -3.70 0.98 4.30 -0.067
C -2.60 1.27 5.24 -0.186
C -1.79 0.00 5.51 -0.186
O -2.55 -0.96 6.30 -0.208
C -1.82 -2.20 6.57 -0.071
H -3.34 5.89 4.03 0.070
H -3.29 5.66 5.80 0.090
H -4.80 5.81 5.00 0.078
H -3.91 3.32 2.93 0.102
H -5.37 3.88 3.70 0.088
H -5.60 1.44 3.65 0.109
H -5.20 1.87 5.37 0.112
H -4.13 0.17 4.73 0.089
H -3.10 1.71 6.10 0.120
H -1.95 2.01 4.78 0.084
H -0.98 0.32 6.16 0.101
H -1.49 -0.47 4.57 0.116
H -1.10 -2.42 5.79 0.062
H -2.57 -3.00 6.59 0.086
H -1.32 -2.01 7.52 0.070
C -8.00 -6.01 -6.41 -0.074
O -7.67 -4.72 -5.87 -0.207
C -8.70 -4.17 -5.13 -0.254
C -8.23 -2.76 -4.72 -0.186
N -7.23 -2.78 -3.62 -0.035
C -6.81 -1.45 -3.19 -0.219
C -5.67 -1.59 -2.24 -0.225
O -4.69 -2.23 -3.02 -0.234
C -3.68 -2.67 -2.15 -0.085
H -7.56 -6.20 -7.39 0.085
H -9.09 -6.07 -6.48 0.079
H -7.66 -6.70 -5.64 0.089
H -8.95 -4.71 -4.22 0.125
H -9.61 -4.04 -5.73 0.116
H -9.11 -2.15 -4.51 0.115
H -7.73 -2.22 -5.52 0.113
H -6.36 -3.10 -4.03 0.084
H -7.62 -0.94 -2.67 0.123
H -6.47 -0.78 -3.98 0.115
H -5.81 -2.12 -1.30 0.128
H -5.32 -0.59 -1.99 0.118
H -3.34 -1.84 -1.53 0.076
H -2.86 -2.92 -2.82 0.086
H -4.01 -3.50 -1.53 0.096
C 3.41 2.30 -2.80 -0.088
O 4.12 1.28 -2.08 -0.234
C 5.35 1.68 -1.45 -0.187
C 6.18 0.46 -0.97 -0.190
N 7.44 0.87 -0.33 -0.027
C 8.52 0.92 -1.33 -0.189
C 9.21 -0.44 -1.67 -0.211
O 9.81 -0.92 -0.48 -0.191
C 10.44 -2.16 -0.71 -0.115
H 2.52 1.97 -3.34 0.074
H 4.12 2.46 -3.61 0.089
H 3.28 3.21 -2.21 0.077
H 5.13 2.39 -0.65 0.099
H 5.90 2.24 -2.20 0.113
H 6.31 -0.22 -1.82 0.106
H 5.51 -0.03 -0.27 0.101
H 7.72 0.25 0.42 0.065
H 9.28 1.63 -0.99 0.110
H 8.24 1.44 -2.24 0.111
H 9.99 -0.22 -2.40 0.120
H 8.41 -1.05 -2.09 0.105
H 11.19 -2.10 -1.50 0.085
H 9.70 -2.94 -0.86 0.087
H 11.04 -2.36 0.18 0.089
C -2.56 1.13 -0.75 -0.066
O -3.22 1.35 -2.03 -0.193
C -2.39 1.03 -3.12 -0.257
C -3.10 1.04 -4.46 -0.186
N -3.35 -0.33 -4.86 -0.062
C -3.97 -0.51 -6.18 -0.174
C -4.04 -2.04 -6.41 -0.216
O -4.56 -2.23 -7.74 -0.205
C -4.69 -3.68 -7.99 -0.069
H -2.10 0.14 -0.68 0.055
H -3.27 1.26 0.06 0.078
H -1.70 1.77 -0.53 0.077
H -1.72 0.21 -2.90 0.098
H -1.72 1.89 -3.17 0.103
H -2.39 1.51 -5.14 0.116
H -3.99 1.63 -4.22 0.121
H -3.73 -0.88 -4.10 0.074
H -3.27 -0.16 -6.94 0.110
H -4.98 -0.08 -6.20 0.115
H -4.76 -2.42 -5.68 0.104
H -3.05 -2.49 -6.35 0.115
H -3.76 -4.22 -7.81 0.077
H -4.88 -3.77 -9.06 0.083
H -5.47 -4.07 -7.33 0.069
C 5.49 -3.42 -2.07 -0.108
O 5.36 -3.88 -0.76 -0.186
C 4.01 -4.00 -0.34 -0.215
C 3.29 -5.14 -0.97 -0.227
N 3.91 -6.42 -0.65 -0.023
C 3.19 -7.56 -1.29 -0.191
C 3.22 -7.67 -2.80 -0.246
O 2.16 -6.90 -3.34 -0.237
C 2.62 -6.27 -4.58 -0.057
H 4.83 -2.57 -2.23 0.092
H 5.37 -4.22 -2.80 0.080
H 6.51 -3.04 -2.20 0.077
H 3.51 -3.04 -0.45 0.117
H 4.00 -4.23 0.73 0.104
H 3.24 -5.02 -2.05 0.096
H 2.27 -5.20 -0.61 0.120
H 4.88 -6.42 -0.92 0.104
H 2.12 -7.57 -1.05 0.104
H 3.52 -8.53 -0.91 0.109
H 2.96 -8.67 -3.14 0.123
H 4.23 -7.42 -3.14 0.121
H 1.73 -5.76 -4.94 0.075
H 2.95 -7.03 -5.29 0.092
H 3.35 -5.56 -4.19 0.075
C 8.22 5.00 3.80 -0.166
O 7.15 4.20 3.65 -0.203
C 6.53 4.26 2.34 -0.153
C 5.17 3.53 2.24 -0.174
N 5.34 2.07 2.22 -0.063
C 5.81 1.45 3.46 -0.170
C 6.00 -0.06 3.32 -0.163
O 6.80 -0.37 2.13 -0.232
C 6.84 -1.72 1.76 -0.091
H 7.89 6.02 3.65 0.081
H 9.02 4.84 3.07 0.088
H 8.66 4.93 4.80 0.093
H 7.23 3.83 1.62 0.127
H 6.28 5.31 2.16 0.107
H 4.65 3.70 1.30 0.105
H 4.52 3.72 3.09 0.111
H 5.78 1.81 1.35 0.071
H 5.16 1.69 4.30 0.121
H 6.80 1.84 3.71 0.107
H 5.03 -0.56 3.30 0.080
H 6.41 -0.54 4.20 0.122
H 7.14 -2.30 2.64 0.090
H 7.46 -1.82 0.87 0.089
H 5.79 -1.96 1.66 0.072
C 2.45 -8.45 2.50 -0.096
O 1.49 -9.00 3.39 -0.197
C 0.21 -8.41 3.34 -0.185
C 0.24 -6.83 3.41 -0.244
N 0.58 -6.26 4.66 -0.043
C 0.73 -4.78 4.66 -0.154
C 1.98 -4.26 3.94 -0.218
O 3.18 -4.68 4.59 -0.188
C 4.36 -4.15 3.94 -0.088
H 1.98 -8.47 1.52 0.079
H 3.40 -8.98 2.62 0.095
H 2.71 -7.41 2.70 0.069
H -0.45 -8.90 4.04 0.121
H -0.20 -8.70 2.37 0.102
H -0.76 -6.47 3.18 0.100
H 0.78 -6.48 2.52 0.094
H 1.43 -6.64 5.04 0.109
H 0.80 -4.50 5.71 0.100
H -0.15 -4.29 4.22 0.105
H 1.98 -3.19 4.13 0.101
H 2.02 -4.48 2.87 0.108
H 5.28 -4.40 4.49 0.088
H 4.39 -3.07 3.81 0.065
H 4.57 -4.58 2.96 0.071
C 1.25 -0.54 -3.68 -0.089
O 1.24 -0.33 -5.08 -0.174
C 0.18 -1.00 -5.68 -0.249
C -0.01 -0.69 -7.18 -0.185
N 1.05 -1.36 -7.99 -0.039
C 0.85 -1.14 -9.45 -0.196
C 1.72 -2.01 -10.45 -0.178
O 3.13 -1.80 -10.32 -0.193
C 3.62 -0.56 -10.76 -0.139
H 1.27 -1.61 -3.49 0.086
H 0.42 -0.04 -3.17 0.073
H 2.17 -0.15 -3.24 0.071
H -0.71 -0.62 -5.18 0.095
H 0.22 -2.07 -5.50 0.118
H -0.03 0.38 -7.37 0.118
H -1.01 -1.06 -7.39 0.102
H 1.88 -0.84 -7.76 0.099
H 1.03 -0.10 -9.71 0.096
H -0.19 -1.27 -9.74 0.110
H 1.46 -1.76 -11.48 0.107
H 1.47 -3.07 -10.42 0.114
H 3.23 0.32 -10.25 0.076
H 3.39 -0.39 -11.82 0.083
H 4.70 -0.52 -10.67 0.088
C -4.36 7.02 -6.07 -0.119
O -3.93 6.39 -4.90 -0.199
C -2.65 5.74 -4.97 -0.195
C -2.29 4.95 -3.70 -0.197
N -2.10 5.79 -2.51 -0.059
C -1.84 5.11 -1.25 -0.191
C -1.61 6.08 -0.08 -0.208
O -2.84 6.67 0.33 -0.200
C -2.71 7.55 1.45 -0.097
H -5.27 7.60 -5.89 0.088
H -4.57 6.26 -6.81 0.084
H -3.56 7.69 -6.39 0.086
H -1.80 6.42 -5.02 0.116
H -2.68 5.09 -5.85 0.118
H -1.33 4.45 -3.85 0.105
H -3.06 4.21 -3.47 0.109
H -2.91 6.39 -2.40 0.108
H -0.93 4.53 -1.37 0.108
H -2.60 4.35 -1.05 0.096
H -0.99 6.91 -0.42 0.113
H -0.98 5.62 0.68 0.105
H -3.68 7.49 1.95 0.085
H -2.46 8.58 1.20 0.086
H -1.94 7.15 2.10 0.077
C -4.83 3.99 0.40 -0.111
O -5.84 3.63 1.26 -0.215
C -6.90 2.88 0.71 -0.194
C -8.23 3.09 1.51 -0.168
N -7.96 2.92 2.95 -0.064
C -9.06 3.21 3.82 -0.212
C -8.60 3.26 5.33 -0.190
O -7.60 4.28 5.51 -0.214
C -7.10 4.31 6.84 -0.097
H -4.55 3.12 -0.19 0.069
H -3.89 4.31 0.87 0.077
H -5.28 4.74 -0.25 0.106
H -6.56 1.85 0.74 0.117
H -7.11 3.02 -0.35 0.117
H -9.01 2.44 1.12 0.113
H -8.72 4.05 1.37 0.107
H -7.19 3.53 3.17 0.072
H -9.77 2.39 3.77 0.115
H -9.59 4.12 3.55 0.109
H -8.28 2.24 5.53 0.112
H -9.36 3.44 6.09 0.112
H -7.92 4.52 7.53 0.084
H -6.30 5.04 6.81 0.083
H -6.72 3.31 7.06 0.082
C 1.54 5.69 -3.54 -0.077
O 2.58 6.49 -2.92 -0.197
C 2.18 7.85 -2.65 -0.220
C 3.11 8.62 -1.70 -0.186
N 2.79 8.41 -0.28 -0.067
C 2.65 7.02 0.12 -0.207
C 2.59 6.81 1.65 -0.185
O 3.89 7.04 2.22 -0.212
C 3.96 6.89 3.65 -0.097
H 1.86 4.66 -3.43 0.064
H 1.52 5.83 -4.62 0.083
H 0.51 5.83 -3.18 0.060
H 1.13 7.87 -2.35 0.116
H 2.22 8.44 -3.56 0.112
H 3.03 9.67 -1.97 0.113
H 4.15 8.31 -1.81 0.119
H 3.50 8.84 0.29 0.102
H 3.48 6.37 -0.18 0.116
H 1.75 6.64 -0.36 0.103
H 2.35 5.76 1.82 0.094
H 1.84 7.42 2.16 0.120
H 3.41 6.02 4.00 0.074
H 3.66 7.86 4.05 0.087
H 4.92 6.71 4.13 0.077
C -3.83 -1.54 1.54 -0.066
O -3.45 -2.85 1.08 -0.214
C -3.11 -3.73 2.11 -0.247
C -3.11 -5.15 1.53 -0.205
N -2.05 -5.16 0.54 -0.048
C -2.03 -6.41 -0.31 -0.166
C -1.11 -6.17 -1.52 -0.218
O -1.57 -5.10 -2.37 -0.206
C -0.78 -5.06 -3.56 -0.093
H -4.56 -1.56 2.35 0.087
H -4.26 -1.03 0.68 0.070
H -2.91 -1.06 1.87 0.078
H -3.81 -3.69 2.94 0.118
H -2.14 -3.56 2.58 0.110
H -4.06 -5.31 1.02 0.117
H -2.93 -5.93 2.27 0.111
H -2.37 -4.52 -0.17 0.065
H -3.02 -6.58 -0.73 0.114
H -1.70 -7.29 0.24 0.110
H -1.09 -7.11 -2.08 0.118
H -0.09 -5.98 -1.20 0.102
H 0.23 -4.75 -3.29 0.076
H -1.22 -4.30 -4.21 0.079
H -0.74 -6.03 -4.05 0.089
C 0.85 3.31 5.87 -0.134
O 1.47 2.15 6.27 -0.177
C 1.71 1.27 5.17 -0.170
C 2.34 -0.09 5.70 -0.215
N 1.49 -0.84 6.56 -0.059
C 2.24 -1.85 7.32 -0.153
C 1.31 -2.69 8.31 -0.215
O 0.71 -1.79 9.21 -0.207
C 0.12 -2.39 10.34 -0.103
H 0.61 3.89 6.76 0.094
H -0.08 3.18 5.32 0.071
H 1.60 3.92 5.37 0.085
H 2.34 1.69 4.38 0.093
H 0.76 1.02 4.70 0.094
H 3.29 0.10 6.21 0.108
H 2.68 -0.76 4.91 0.089
H 1.11 -0.11 7.15 0.101
H 3.06 -1.38 7.88 0.114
H 2.65 -2.59 6.64 0.102
H 2.05 -3.29 8.84 0.116
H 0.63 -3.32 7.74 0.097
H -0.41 -1.59 10.87 0.091
H 0.89 -2.71 11.04 0.083
H -0.50 -3.24 10.04 0.090
C -0.10 -1.95 -0.36 -0.081
O 1.07 -1.23 0.02 -0.206
C 1.46 -1.45 1.37 -0.191
C 2.69 -0.55 1.71 -0.164
N 2.36 0.89 1.91 -0.027
C 1.88 1.54 0.69 -0.175
C 1.46 2.98 0.93 -0.212
O 0.08 3.22 1.15 -0.214
C -0.38 2.66 2.40 -0.075
H 0.02 -3.02 -0.22 0.086
H -0.33 -1.63 -1.37 0.073
H -0.96 -1.59 0.21 0.067
H 1.83 -2.47 1.52 0.092
H 0.68 -1.33 2.12 0.122
H 3.60 -0.66 1.14 0.102
H 2.96 -0.91 2.71 0.069
H 3.14 1.42 2.27 0.063
H 1.04 1.07 0.18 0.119
H 2.70 1.61 -0.04 0.099
H 1.62 3.60 0.04 0.115
H 1.99 3.46 1.75 0.098
H 0.34 2.98 3.15 0.056
H -0.39 1.57 2.45 0.083
H -1.34 3.11 2.67 0.080
```

Output
Calculated total energy: -168682.1442 eV
Net charge: 0
Highest occupied orbital energy: -8.215 eV
HOMO-LUMO gap: 8.822 eV
Lowest unoccupied orbital energy: 0.607 eV
Energy above the lowest of the compared OMol25 structures with the same formula, charge and spin: 467.1 kJ/mol


# 2
This record from the Open Molecules 2025 dataset describes a cluster of 2 separate species, CH2S3 in total at a distorted geometry. The level of theory is ωB97M-V with the def2-TZVPD basis set.

```
6
Properties=species:S:1:pos:R:3:lowdin_charge:R:1
C 0.50 0.67 -1.63 -0.500
S 1.42 -0.52 -1.06 0.605
S -0.04 -0.42 1.84 0.193
S -1.37 0.74 0.88 0.057
H -0.42 1.12 -1.26 -0.133
H -0.09 -1.58 1.24 -0.223
```

Output
Calculated total energy: -33571.7531 eV
Net charge: 0
Highest occupied orbital energy (alpha / beta): -8.322 / -8.962 eV
HOMO-LUMO gap (alpha / beta): 6.396 / 8.070 eV
Lowest unoccupied orbital energy (alpha / beta): -1.926 / -0.892 eV
Energy above the lowest of the compared OMol25 structures with the same formula, charge and spin: 297.4 kJ/mol


# 3
This record from the Open Molecules 2025 dataset describes a structure of composition C20H26Cl3HoNO4S at a distorted geometry. The level of theory is ωB97M-V with the def2-TZVPD basis set.

```
56
Properties=species:S:1:pos:R:3:lowdin_charge:R:1
Ho 0.38 0.65 -0.55 1.439
C 0.50 2.38 1.81 -0.135
C 1.37 2.92 0.85 -0.146
C 0.90 3.86 -0.07 -0.082
C -0.41 4.31 0.01 -0.071
C -1.26 3.81 0.98 -0.070
C -0.82 2.84 1.86 -0.114
H 0.89 1.73 2.59 0.123
H 2.44 2.70 0.90 0.090
H 1.59 4.30 -0.78 0.119
H -0.76 5.09 -0.65 0.118
H -2.27 4.19 1.07 0.120
H -1.48 2.48 2.64 0.092
N 0.71 1.75 -3.03 0.009
C -0.76 1.89 -3.26 -0.117
C -1.27 1.12 -2.04 -0.713
O -1.21 -0.12 -2.05 -0.078
O -1.36 1.77 -0.96 -0.096
H 1.20 2.57 -3.39 0.106
H 1.04 0.96 -3.59 0.085
H -1.09 1.44 -4.20 0.131
H -1.06 2.94 -3.20 0.129
Cl 6.56 -2.12 -3.40 0.709
C 5.35 -1.35 -2.46 -0.678
C 4.01 -1.69 -2.65 -0.112
C 3.06 -1.05 -1.90 -0.521
Cl 1.35 -1.41 -2.04 0.829
C 3.35 -0.04 -0.95 -0.454
O 2.39 0.54 -0.27 -0.306
C 4.72 0.27 -0.81 -0.582
Cl 5.15 1.50 0.31 0.745
C 5.70 -0.38 -1.53 -0.115
H 3.74 -2.44 -3.38 0.113
H 6.73 -0.12 -1.38 0.112
C -0.42 -3.52 1.98 -0.095
C -1.32 -2.99 3.10 -0.274
C -1.11 -1.52 3.37 -0.299
S -1.64 -0.32 2.07 1.043
O -0.64 -0.52 0.94 -0.650
C -3.25 -1.02 1.50 -0.299
C -3.16 -1.94 0.29 -0.278
C -4.57 -2.27 -0.20 -0.083
H -0.73 -4.52 1.70 0.085
H 0.61 -3.56 2.32 0.084
H -0.46 -2.87 1.11 0.048
H -1.11 -3.54 4.02 0.121
H -2.37 -3.18 2.86 0.094
H -0.04 -1.30 3.49 0.101
H -1.63 -1.19 4.27 0.097
H -3.84 -0.14 1.25 0.096
H -3.72 -1.50 2.36 0.100
H -2.64 -2.86 0.55 0.097
H -2.60 -1.43 -0.50 0.092
H -5.17 -2.72 0.59 0.081
H -4.52 -2.98 -1.02 0.080
H -5.07 -1.38 -0.56 0.079
```

Output
Calculated total energy: -105041.0962 eV
Net charge: +1
Highest occupied orbital energy (alpha / beta): -10.755 / -10.766 eV
HOMO-LUMO gap (alpha / beta): 8.590 / 8.617 eV
Multiplicity: 5
Lowest unoccupied orbital energy (alpha / beta): -2.165 / -2.149 eV
Energy above the lowest of the compared OMol25 structures with the same formula, charge and spin: 77.6 kJ/mol


> Which value of energy above the lowest of the compared OMol25 structures with the same formula, charge and spin does entry 2 give?

297.4 kJ/mol


> net charge of number 3 (C20H26Cl3HoNO4S)?

+1